Record 1
Formula: C3H51O23
Source: the Open Molecules 2025 dataset
Level of theory: the ωB97M-V functional and the def2-TZVPD basis

Each line ends with the Mulliken charge.
Geometry (Å):
O: 3.37706 0.50873 -1.17091  -0.79
O: -2.24094 -1.64427 2.63309  -0.71
O: -2.66594 -0.97827 -2.47291  -0.72
O: 3.69306 -0.72327 1.35809  -0.56
O: 0.75806 3.10173 1.78009  -0.94
O: -3.07394 1.91073 1.10909  -0.73
O: -2.25294 -3.05727 -0.35991  -0.54
O: -1.85794 3.34173 -3.37091  -0.66
O: -0.79794 4.34573 -0.03991  -0.68
O: 0.71106 -1.41127 3.64909  -0.81
O: 3.13506 -3.46127 0.08309  -0.59
O: 2.73306 3.10173 -0.15991  -0.73
O: -0.32494 0.49373 2.07209  -1.44
O: -0.42194 -3.10727 -2.99391  -0.67
O: -4.11894 -0.71327 0.19309  -0.57
O: 2.71606 -3.17827 2.96709  -0.74
O: 1.45906 2.47873 -2.79991  -0.47
O: -0.45294 0.11173 -3.74291  -0.71
O: -2.30994 1.18773 3.71809  -0.75
O: 0.63306 -4.43127 -0.68291  -0.64
O: -4.10294 1.52973 -1.97891  -0.57
O: 1.75706 -1.00327 -2.94491  -0.73
O: 3.04306 1.67873 2.98709  -0.62
C: 0.59306 -1.21427 0.70809  -1.31
C: 0.42706 0.27573 0.86109  4.97
C: -0.34894 0.69873 -0.41091  0.90
H: 2.20506 2.02173 2.59309  0.28
H: -2.62694 -1.43827 -3.33691  0.30
H: 0.78606 -0.64227 4.29209  0.27
H: 2.05006 3.32973 0.43509  0.39
H: -0.40294 -1.62127 0.82709  0.39
H: -1.36094 -0.04027 -3.37391  0.35
H: -0.50494 3.66873 0.58709  0.35
H: 2.11806 -0.68127 -2.13991  0.27
H: 0.20506 0.41173 -1.32991  -1.25
H: -5.00594 1.52373 -2.27291  0.26
H: 2.72806 -3.00327 2.04609  0.27
H: 0.51406 3.58273 2.60209  0.19
H: -0.39094 -0.45027 -4.50891  0.31
H: -0.37294 1.76173 -0.45191  -0.50
H: -4.56394 -0.61527 1.00509  0.31
H: -1.40094 0.35273 -0.34891  -0.25
H: -1.63894 4.04473 -0.30991  0.34
H: 0.97106 -1.43427 -0.26791  0.12
H: -1.56494 0.93773 3.16409  0.58
H: 0.91506 3.15973 -3.24591  0.17
H: -2.37894 2.12673 4.03009  0.29
H: 3.73306 -3.26927 -0.64791  0.23
H: 0.38106 2.22273 1.80509  0.27
H: 3.51506 -0.07227 -0.42691  0.44
H: 0.38106 -1.08527 2.79809  0.53
H: 2.00106 -2.55227 3.14509  0.53
H: 2.97906 -0.11127 1.52709  0.30
H: -1.56094 -0.94427 2.37109  0.43
H: 3.10106 2.22473 3.77809  0.31
H: 0.87306 -5.01927 0.00609  0.28
H: -1.28494 4.15273 -3.35891  0.30
H: -2.96894 -2.53927 -0.76291  0.24
H: -3.74494 0.66173 -2.10691  0.34
H: -1.43694 2.69773 -2.78591  0.29
H: 2.38606 3.21773 -1.04691  0.33
H: -3.37394 1.68173 2.00009  0.30
H: 0.47506 -2.84827 -2.75191  0.34
H: 2.24006 2.53373 -3.38691  0.29
H: 1.22806 -1.82327 1.23209  -0.54
H: 1.39206 0.65173 1.03909  -1.05
H: -2.28294 1.46173 0.88309  0.25
H: 0.93306 -0.50227 -3.10491  0.46
H: -1.86994 -1.34027 -2.09291  0.24
H: 3.41806 -4.29427 0.43909  0.27
H: -0.65594 -3.62227 -2.19991  0.32
H: -2.52294 -1.89927 1.77109  0.29
H: 1.39106 -3.86627 -0.74091  0.33
H: 2.83106 1.21773 -0.85991  0.26
H: 4.33806 -0.42027 1.96109  0.22
H: -2.56294 -3.48227 0.43909  0.27
H: -3.67694 0.13073 0.09309  0.26

Properties
LUMO in eV: 2.32
Multiplicity: 1
Energy in eV: -51033.8191
Net charge: -1



Record 2
Formula: C20H48BO24
Source: the Open Molecules 2025 dataset
Level of theory: the ωB97M-V functional and the def2-TZVPD basis

Each line ends with the Mulliken charge.
Geometry (Å):
O: 3.46071 -3.11256 8.67914  -0.54
O: -0.86843 -1.45839 -0.20918  -0.47
O: 2.49435 -9.96281 3.74060  -0.49
O: 0.73512 0.18505 -0.81180  -0.46
O: -4.71555 -7.07475 -2.81994  -0.52
O: 12.95422 -1.81319 -0.88863  -0.53
O: 3.52431 -0.67473 5.84779  -0.48
O: 2.45143 -1.23273 -1.38565  -0.67
O: 7.34865 -6.45788 -5.30223  -0.52
O: 0.32800 -3.25997 -0.89585  -0.58
O: -2.98307 2.53424 -1.20019  -0.58
O: -0.55344 12.71891 1.18059  -0.54
O: -9.77315 9.75248 3.05672  -0.52
O: -7.88415 7.93624 -8.00310  -0.52
O: -0.29854 -9.69636 3.57948  -0.50
O: -0.90353 0.65492 0.91219  -0.46
O: -1.03932 10.29028 -0.41583  -0.49
O: -2.02485 2.44081 1.70403  -0.67
O: -6.03640 6.66628 -6.46974  -0.51
O: -8.66665 7.54413 1.47366  -0.53
O: 4.91640 -9.13553 -5.53190  -0.52
O: 12.60586 -2.43285 1.77152  -0.52
O: -1.58911 0.64906 -1.31242  -0.47
O: -7.09563 -5.76714 -4.31395  -0.51
C: 6.41044 -7.39977 -4.83808  -0.51
C: 1.27145 -0.97209 -1.00652  0.62
C: 0.15208 -2.09507 -0.73324  0.55
C: 0.43531 11.77759 0.85561  -0.50
C: -8.58506 7.76519 2.89822  -0.56
C: 11.60351 -2.00362 -0.39965  -0.47
C: -9.84773 8.36372 3.40587  -0.27
C: 5.84741 -8.30634 -6.00445  -0.28
C: 11.71076 -1.52879 1.07298  -0.27
C: -2.29204 1.65580 -0.71107  0.54
C: -5.69341 -6.17117 -2.43695  -0.44
C: -1.74653 1.63333 0.78712  0.64
C: 3.41970 -1.11812 7.23272  -0.36
C: 0.36958 -10.79703 4.01691  -0.25
C: 1.58995 -10.10068 4.77128  -0.55
C: -0.06151 10.30289 0.64805  -0.28
C: -5.89174 -5.30585 -3.72418  -0.20
C: -6.03584 8.07105 -6.31991  -0.33
C: 3.45244 -2.63712 7.35114  -0.36
C: -7.40491 8.59066 -6.83006  -0.39
B: -0.67221 -0.04273 -0.40263  1.02
H: -1.43120 11.15589 -0.27891  0.33
H: -8.77053 8.23269 -8.22229  0.31
H: -7.30467 9.65500 -7.04271  0.29
H: 0.64054 -11.53050 3.25749  0.27
H: 6.71853 -8.68816 -6.53687  0.30
H: -10.76356 7.92116 3.01408  0.24
H: 13.44617 -2.34041 -0.25490  0.32
H: 11.39343 -3.07214 -0.44708  0.27
H: 7.51796 -5.81550 -4.60921  0.31
H: 4.30432 -0.77740 7.77070  0.25
H: -8.14894 8.43661 -6.04853  0.31
H: 11.90555 -0.45889 0.99895  0.28
H: 2.98625 0.11953 5.88314  0.31
H: 10.91453 -1.36034 -0.94701  0.33
H: -0.43749 9.95879 1.61156  0.24
H: 1.48166 -9.17903 5.34306  0.28
H: 2.53160 -3.09420 6.98888  0.29
H: -5.52123 6.28085 -5.75727  0.32
H: -0.19251 13.46927 1.65837  0.30
H: -5.06909 -5.19355 -4.43038  0.27
H: -5.32012 -5.64640 -1.55754  0.29
H: 1.99566 -10.75829 5.54007  0.28
H: 6.81358 -8.03086 -4.04607  0.32
H: 2.62999 -0.65889 7.82734  0.32
H: 5.62568 -6.85991 -4.30818  0.34
H: 0.38119 -9.07556 3.30710  0.34
H: -0.03424 -11.55060 4.69304  0.31
H: -9.25926 9.70073 2.24750  0.34
H: -8.46634 6.82068 3.42918  0.34
H: -5.75501 8.28805 -5.28930  0.36
H: 1.06296 11.69208 1.74264  0.30
H: -5.35460 8.53278 -7.03464  0.18
H: 1.13312 12.14907 0.10518  0.34
H: -6.54794 -6.67967 -1.99051  0.26
H: 0.83529 9.73251 0.40615  0.28
H: -7.83630 7.28666 1.06642  0.30
H: 2.62663 -2.88025 9.09377  0.30
H: 4.34243 -8.69223 -4.90293  0.31
H: -7.58888 -6.25289 -3.64886  0.30
H: 10.67510 -1.57647 1.40946  0.29
H: -6.17046 -4.28678 -3.45599  0.24
H: -7.72571 8.39623 3.12488  0.37
H: -3.89368 -6.91701 -2.34954  0.32
H: 2.62332 -10.86429 3.43679  0.32
H: -9.93551 8.17380 4.47560  0.29
H: 12.89276 -1.98583 2.57117  0.30
H: 5.34423 -7.63493 -6.70025  0.25
H: 4.28594 -3.11680 6.83803  0.27

Properties
LUMO in eV: 1.71
Multiplicity: 1
Energy in eV: -71333.2680
Net charge: -1



Record 3
Formula: C22H47BN3O4S
Source: the Open Molecules 2025 dataset
Level of theory: the ωB97M-V functional and the def2-TZVPD basis

Each line ends with the Mulliken charge.
Geometry (Å):
S: -6.93960 0.62334 1.90783  -0.50
O: -0.88587 1.78125 2.46664  -0.55
O: -9.61265 -0.40203 -0.23583  -0.54
O: 6.25905 -2.51819 -2.84713  -0.65
O: -8.85549 0.09194 -2.19659  -0.58
N: 0.10915 3.78315 2.34762  -0.15
N: -5.61075 2.36034 -2.60845  -0.60
N: 6.42963 -4.33643 -1.54965  -0.16
C: -4.78979 0.53584 -0.18131  -0.75
C: -6.91342 2.11907 -0.55031  -1.06
C: -2.56185 -0.25432 0.70348  -0.17
C: -0.24555 -1.26461 1.13920  -0.48
C: -0.15774 2.60817 2.98463  0.71
C: 5.27982 -4.52258 -3.71214  -1.45
C: 5.27560 1.86395 0.02209  -0.23
C: 6.02364 -3.70402 -2.68452  0.92
C: 0.48009 2.38445 4.33606  -1.40
C: -6.72294 2.33013 -2.00874  -0.03
C: 1.94401 -0.61229 0.14997  -0.47
C: 4.87778 0.87033 -1.10356  -0.84
C: -4.07969 -0.55474 0.63472  -0.75
C: -8.58950 -0.27276 -1.11665  0.29
C: -1.73649 -1.51079 0.97081  -0.84
C: 4.39146 -0.50241 -0.57500  -0.10
C: -7.22754 -0.62930 -0.65508  -0.76
C: 6.24210 -5.72641 -1.17919  -0.87
C: 2.93817 -0.81808 -0.98710  -0.69
C: 0.94302 4.88005 2.79709  -0.88
C: 0.52509 -1.07955 -0.17756  -0.56
C: 6.71934 2.37434 -0.12901  -1.40
B: -6.40873 0.63541 0.02186  0.90
H: 2.90393 -1.86515 -1.29676  0.37
H: 5.90501 -5.34024 -4.07404  0.40
H: 0.18289 -2.14839 1.62437  0.41
H: -2.23254 0.25795 -0.20447  0.35
H: 4.35863 -4.92292 -3.28665  0.37
H: 7.21684 -6.19344 -1.02539  0.29
H: -7.63510 2.48128 -2.59689  0.37
H: 2.31645 -1.20340 0.99131  0.30
H: 5.02014 -1.24003 -1.08769  -0.36
H: 0.34086 5.78866 2.86135  0.29
H: -6.69509 -1.09380 -1.48210  0.22
H: 4.10508 1.31898 -1.72150  0.30
H: 5.76191 0.73537 -1.72192  0.46
H: 1.95894 0.42499 0.49490  0.15
H: -4.59200 0.30664 -1.22924  0.25
H: -6.30773 2.85460 -0.01567  0.41
H: 6.81970 3.30372 0.43515  0.38
H: -0.01475 -0.42071 1.78886  0.08
H: -7.95894 2.27825 -0.28562  0.17
H: -4.34515 1.50614 0.04832  0.23
H: -1.95326 -2.27924 0.22408  0.34
H: -4.41509 -0.61752 1.66958  0.35
H: 0.15422 3.14872 5.04332  0.40
H: 5.70485 -6.27239 -1.94705  0.32
H: -2.37735 0.44706 1.51837  0.13
H: 4.54564 -0.58659 0.49892  0.57
H: -4.16466 -1.53714 0.15925  0.23
H: 0.64522 -2.06599 -0.62725  0.30
H: -7.35118 -1.37343 0.14060  0.47
H: -2.10059 -1.92244 1.91829  0.30
H: 5.67906 -5.77779 -0.24572  0.29
H: 1.74527 5.04376 2.07449  0.27
H: 1.56813 2.39925 4.25177  0.37
H: 4.63299 2.73933 0.02801  0.29
H: -0.34906 3.86535 1.45273  0.24
H: 6.91787 -3.73214 -0.90708  0.23
H: 6.94747 2.61209 -1.16450  0.37
H: -9.24594 -0.50308 0.66042  0.32
H: 1.37877 4.67454 3.76919  0.34
H: -5.79556 2.51890 -3.59868  0.24
H: 7.44241 1.66782 0.26978  0.31
H: 0.17348 1.41190 4.70977  0.29
H: 2.67811 -0.22961 -1.86519  0.28
H: 0.03009 -0.39167 -0.85625  0.35
H: 5.21238 1.34185 0.97310  0.25
H: -6.93739 1.93920 2.20083  0.02
H: 5.02469 -3.88244 -4.55129  0.31

Properties
LUMO in eV: 1.88
Multiplicity: 1
Energy in eV: -47751.7267
Net charge: -1